C16H24BrN4O4S | ωB97M-V/def2-TZVPD

Computed properties:
LUMO level: -3.6 eV
E_tot: -4115.2172 hartree
structure (SMILES): CN1CCN(NC(=O)c2ccc(Br)c(S(=O)(=O)[NH+]3CCOCC3)c2)CC1
frontier orbital gap: 6.693 eV
HOMO: -10.34 eV
net charge: +1

Geometry (Å):
C 5.334 -4.921 -0.374
N 4.006 -4.175 -0.622
C 4.043 -2.778 -0.745
H 4.929 -2.491 -1.441
C 2.983 -2.068 -1.098
N 1.948 -2.676 0.021
N 0.705 -2.145 -0.071
C 0.391 -0.820 0.027
O 1.191 -0.122 0.609
C -1.044 -0.293 -0.129
C -1.643 0.389 0.674
C -2.718 1.092 0.377
C -3.370 1.086 -0.634
C -3.071 -0.075 -1.549
C -1.719 -0.582 -1.400
H -1.359 -1.401 -1.922
H -3.496 -0.131 -2.303
Br -5.057 1.790 -0.943
S -3.437 2.327 1.685
O -4.759 2.418 1.902
O -2.520 2.087 2.910
N -2.749 3.939 1.555
H -3.178 4.401 2.351
C -1.307 4.124 1.580
H -1.020 5.320 1.276
H -0.945 3.763 2.299
C -0.635 3.819 0.224
O -1.924 3.303 -0.831
C -2.607 4.397 -0.831
H -3.366 4.210 -1.655
C -3.470 4.768 0.260
H -3.364 5.935 0.431
H -4.491 4.417 0.331
H -1.959 5.407 -1.229
H -0.110 2.793 0.313
H -0.245 4.316 -0.437
H -0.982 0.866 1.519
H -0.176 -2.762 -0.562
C 1.761 -4.160 0.006
H 1.039 -4.571 0.803
H 1.385 -4.515 -0.763
C 3.135 -4.916 0.533
H 3.183 -5.819 0.448
H 3.546 -4.268 1.470
H 2.635 -2.692 -2.166
H 2.822 -1.020 -1.027
H 4.505 -2.312 0.386
H 5.245 -5.838 -0.361
H 6.018 -4.622 -1.398
H 5.917 -4.796 0.505

---

C16H24ClIN2O14P3S | ωB97M-V/def2-TZVPD

Computed properties:
LUMO level: 1.2 eV
E_tot: -3967.1854 hartree
frontier orbital gap: 6.391 eV
HOMO: -5.15 eV
net charge: -1

Geometry (Å):
C -2.907 -4.841 -1.335
P -2.016 -4.092 0.080
O -1.051 -5.276 0.676
C -0.814 -2.888 -0.781
O 0.180 -2.638 0.162
C 0.618 -1.282 0.526
N 1.975 -1.469 0.985
C -0.148 -0.702 1.742
C -1.551 -1.228 2.076
C -2.659 -0.666 1.205
I -4.488 -0.379 2.312
C 0.691 -0.275 -0.651
O -0.591 0.406 -0.749
C -0.935 0.975 -1.942
Cl 0.097 2.367 -2.411
C -0.998 0.074 -3.174
O -2.212 -0.705 -3.149
N -2.787 -0.742 -4.431
O -3.573 -1.600 -4.508
P -2.642 1.703 -1.623
S -2.753 3.109 -0.301
C 1.806 0.788 -0.328
O 1.459 1.669 0.468
O 2.867 0.617 -0.940
P 0.021 -3.620 -2.235
O 1.342 -3.077 -2.580
O -0.979 -3.549 -3.488
O 0.132 -5.190 -1.891
H -2.284 -5.310 -2.096
H -3.493 -4.030 -1.776
H -3.620 -5.572 -0.959
H -1.037 -6.046 0.095
H -1.466 -2.058 -1.060
H 1.965 -2.141 1.744
H 2.532 -1.872 0.237
H 0.471 -0.933 2.609
H -0.163 0.384 1.666
H -1.544 -2.317 2.093
H -1.753 -0.915 3.101
H -2.970 -1.325 0.400
H -2.394 0.307 0.811
H 0.996 -0.747 -1.583
H -1.049 0.724 -4.047
H -0.127 -0.566 -3.302
H -3.464 0.610 -1.329
H -3.019 2.131 -2.907
H -1.895 -3.376 -3.236
H 0.826 -5.559 -2.453
C 3.417 6.375 3.394
C 4.400 5.886 2.630
C 4.283 4.560 1.913
O 5.246 4.239 1.237
C 3.074 3.783 2.075
C 2.088 4.272 2.844
C 2.195 5.605 3.542
O 1.246 5.977 4.211
O 0.944 3.640 3.064
O 5.558 6.504 2.426
H 3.490 7.322 3.910
H 2.987 2.828 1.559
H 0.419 4.224 3.641
H 6.055 5.907 1.828

---

C16H24N2O2 | ωB97M-V/def2-TZVPD

Computed properties:
LUMO level: 0.7 eV
E_tot: -884.1282 hartree
structure (SMILES): CC[C@@H](C)NC(=O)c1ccccc1C(=O)N[C@@H](C)CC
frontier orbital gap: 10.016 eV
HOMO: -9.36 eV

Geometry (Å):
C -0.665 -2.539 2.034
C -0.966 -2.818 0.567
H -1.445 -3.794 0.467
C 0.299 -2.819 -0.297
N 0.946 -1.522 -0.276
C 2.197 -1.331 0.196
O 2.901 -2.235 0.599
C 2.711 0.075 0.094
C 4.052 0.225 -0.244
C 4.612 1.480 -0.391
C 3.833 2.608 -0.193
C 2.503 2.473 0.160
C 1.932 1.214 0.309
C 0.516 1.129 0.791
O 0.198 0.617 1.843
N -0.377 1.682 -0.067
H -0.041 2.148 -0.896
C -1.800 1.760 0.213
C -2.225 3.221 0.330
H -3.266 3.291 0.629
H -1.619 3.725 1.079
H -2.101 3.732 -0.624
C -2.579 1.005 -0.872
C -4.031 0.750 -0.487
H -4.083 0.211 0.456
H -4.522 0.153 -1.252
H -4.578 1.683 -0.383
H -2.538 1.570 -1.807
H -2.086 0.044 -1.042
H -1.934 1.256 1.176
H 1.901 3.352 0.346
H 4.263 3.593 -0.303
H 5.654 1.580 -0.655
H 4.643 -0.667 -0.385
H 0.397 -0.737 -0.588
C -0.016 -3.207 -1.742
H -0.430 -4.211 -1.780
H 0.889 -3.183 -2.344
H -0.741 -2.518 -2.174
H 1.030 -3.517 0.123
H -1.662 -2.065 0.185
H -0.257 -1.540 2.162
H -1.574 -2.617 2.627
H 0.059 -3.256 2.414

---

C16H24N2O3 | ωB97M-V/def2-TZVPD

Computed properties:
LUMO level: 0.8 eV
E_tot: -959.3027 hartree
structure (SMILES): COc1cc(NC(=O)CN2CCCCCC2)cc(OC)c1
frontier orbital gap: 8.865 eV
HOMO: -8.08 eV

Geometry (Å):
C -4.526 -3.222 -0.243
H -4.880 -3.038 0.777
O -3.203 -2.783 -0.420
C -2.923 -1.457 -0.255
C -3.866 -0.493 0.086
C -3.465 0.832 0.227
C -2.137 1.197 0.029
C -1.203 0.229 -0.310
C -1.596 -1.098 -0.451
H -0.885 -1.865 -0.714
N 0.140 0.528 -0.526
C 0.803 1.704 -0.393
O 0.323 2.770 -0.082
C 2.287 1.544 -0.742
N 2.763 0.209 -0.438
C 3.866 -0.253 -1.264
C 5.283 0.096 -0.785
C 5.859 -0.976 0.137
C 5.178 -1.049 1.502
C 3.659 -1.211 1.442
H 3.387 -2.041 0.790
C 2.937 0.062 1.004
H 1.932 0.074 1.439
H 3.474 0.929 1.425
H 3.309 -1.458 2.447
H 5.601 -1.893 2.052
H 5.409 -0.143 2.068
H 5.775 -1.946 -0.360
H 6.923 -0.781 0.293
H 5.277 1.064 -0.282
H 5.932 0.184 -1.658
H 3.786 -1.342 -1.352
H 3.707 0.157 -2.265
H 2.372 1.727 -1.817
H 2.843 2.341 -0.223
H 0.746 -0.256 -0.753
H -1.850 2.227 0.145
O -4.305 1.851 0.558
C -5.664 1.570 0.780
H -6.145 1.163 -0.116
H -5.803 0.876 1.615
H -6.125 2.525 1.029
H -4.895 -0.770 0.238
H -4.507 -4.296 -0.425
H -5.208 -2.749 -0.957

---

C16H24N2O3S | ωB97M-V/def2-TZVPD

Computed properties:
LUMO level: 0.4 eV
E_tot: -1357.5195 hartree
structure (SMILES): CN(C)S(=O)(=O)c1cccc(C(=O)NCC2CCCCC2)c1
frontier orbital gap: 10.104 eV
HOMO: -9.69 eV

Geometry (Å):
C 1.706 1.879 -3.526
N 0.918 2.262 -2.377
S 1.903 2.857 -1.138
O 1.038 3.337 -0.099
O 2.914 3.741 -1.647
C 2.659 1.336 -0.576
C 1.833 0.430 0.057
C 2.361 -0.771 0.517
C 3.709 -1.045 0.301
C 4.529 -0.123 -0.325
C 4.004 1.084 -0.765
H 4.611 1.831 -1.251
H 5.575 -0.342 -0.474
H 4.099 -1.994 0.639
C 1.507 -1.804 1.190
O 1.682 -2.995 1.025
N 0.558 -1.289 1.998
H 0.488 -0.289 2.104
C -0.455 -2.097 2.633
H -0.152 -3.137 2.489
H -0.473 -1.876 3.705
C -1.851 -1.872 2.033
C -2.356 -0.448 2.272
C -3.765 -0.281 1.710
C -3.783 -0.597 0.217
C -3.272 -2.013 -0.032
C -1.867 -2.183 0.535
H -1.513 -3.202 0.368
H -1.184 -1.507 0.015
H -3.266 -2.224 -1.104
H -3.945 -2.729 0.445
H -4.797 -0.492 -0.173
H -3.146 0.116 -0.311
H -4.112 0.740 1.879
H -4.446 -0.957 2.232
H -2.355 -0.228 3.342
H -1.696 0.270 1.779
H -2.530 -2.567 2.539
H 0.790 0.686 0.157
C -0.196 3.133 -2.686
H -0.612 3.475 -1.741
H 0.112 4.003 -3.277
H -0.948 2.569 -3.237
H 1.060 1.390 -4.254
H 2.471 1.178 -3.198
H 2.192 2.744 -3.991

---

C16H24N2O3S | ωB97M-V/def2-TZVPD

Computed properties:
LUMO level: 0.4 eV
E_tot: -1356.9606 hartree
frontier orbital gap: 8.861 eV
HOMO: -8.44 eV

Geometry (Å):
C -6.182 0.289 0.086
C -5.145 -0.766 -0.602
H -5.638 -1.639 -0.647
H -4.961 -0.524 -1.650
O -4.121 -1.153 0.044
C -3.184 -0.173 0.239
C -2.177 -0.490 1.248
C -1.006 0.482 1.025
C -0.965 1.593 0.227
C -1.892 1.814 -0.570
C -3.102 1.240 -0.613
H -3.933 1.385 -1.430
H -1.835 2.562 -1.288
S 0.555 2.704 0.395
O 0.121 3.970 0.125
O 1.303 2.183 1.572
N 1.363 2.115 -1.041
N 1.761 0.901 -1.121
C 3.028 0.797 -0.740
C 3.794 1.736 0.094
H 3.594 2.666 -0.548
H 3.475 1.855 1.193
H 4.862 1.524 -0.094
C 3.349 -0.683 -0.582
H 4.323 -0.541 -1.607
C 3.860 -1.240 0.629
C 2.536 -1.587 1.497
H 2.092 -0.260 1.573
H 2.721 -1.792 2.606
C 1.586 -2.419 0.920
H 0.664 -2.367 1.411
H 1.991 -3.390 0.659
C 1.203 -1.865 -0.529
C 2.388 -1.814 -1.437
H 2.875 -2.711 -1.578
H 2.153 -1.078 -2.343
H 0.549 -2.636 -1.199
H 0.621 -0.947 -0.213
H 4.476 -0.556 1.141
H 4.134 -2.113 0.621
H 0.754 2.373 -1.688
H -0.319 0.344 2.077
H -2.272 -1.276 1.740
H -7.172 0.239 -0.588
H -6.633 0.049 0.931
H -5.590 1.195 0.053

---

What did the third record say?
C16H24N2O2 | ωB97M-V/def2-TZVPD

Computed properties:
LUMO level: 0.7 eV
E_tot: -884.1282 hartree
structure (SMILES): CC[C@@H](C)NC(=O)c1ccccc1C(=O)N[C@@H](C)CC
frontier orbital gap: 10.016 eV
HOMO: -9.36 eV

Geometry (Å):
C -0.665 -2.539 2.034
C -0.966 -2.818 0.567
H -1.445 -3.794 0.467
C 0.299 -2.819 -0.297
N 0.946 -1.522 -0.276
C 2.197 -1.331 0.196
O 2.901 -2.235 0.599
C 2.711 0.075 0.094
C 4.052 0.225 -0.244
C 4.612 1.480 -0.391
C 3.833 2.608 -0.193
C 2.503 2.473 0.160
C 1.932 1.214 0.309
C 0.516 1.129 0.791
O 0.198 0.617 1.843
N -0.377 1.682 -0.067
H -0.041 2.148 -0.896
C -1.800 1.760 0.213
C -2.225 3.221 0.330
H -3.266 3.291 0.629
H -1.619 3.725 1.079
H -2.101 3.732 -0.624
C -2.579 1.005 -0.872
C -4.031 0.750 -0.487
H -4.083 0.211 0.456
H -4.522 0.153 -1.252
H -4.578 1.683 -0.383
H -2.538 1.570 -1.807
H -2.086 0.044 -1.042
H -1.934 1.256 1.176
H 1.901 3.352 0.346
H 4.263 3.593 -0.303
H 5.654 1.580 -0.655
H 4.643 -0.667 -0.385
H 0.397 -0.737 -0.588
C -0.016 -3.207 -1.742
H -0.430 -4.211 -1.780
H 0.889 -3.183 -2.344
H -0.741 -2.518 -2.174
H 1.030 -3.517 0.123
H -1.662 -2.065 0.185
H -0.257 -1.540 2.162
H -1.574 -2.617 2.627
H 0.059 -3.256 2.414

---

Question: The lowest LUMO level belongs to which entry?
Answer: C16H24BrN4O4S

---

Question: Which value of HOMO does entry 4 give?
Answer: -8.08 eV

---

Question: HOMO of number 2 (C16H24ClIN2O14P3S)?
Answer: -5.15 eV